The following is a DFT calculation (ωB97M-V/def2-TZVPD) of CF9KN3O15S7 as an isolated structure in a non-equilibrium geometry.

```
36
Properties=species:S:1:pos:R:3:forces:R:3
K 1.861026 -5.772208 19.134490 0.6 12.5 11.1
N 0.251188 -8.345455 21.966441 -5.0 5.2 2.5
S 1.564500 -8.598085 21.351986 6.7 -6.2 -7.3
O 2.727553 -8.158826 22.066152 -6.3 1.5 0.6
O 1.656223 -8.645055 19.868461 -1.4 0.7 4.8
F 1.577598 -10.214834 21.627299 -0.3 0.4 0.5
S 0.464073 -6.659153 22.127894 -0.9 -0.3 0.8
O 0.794661 -5.977065 20.888966 -2.1 -0.9 4.9
O 1.111022 -6.293513 23.368623 -1.1 0.1 -1.2
F -1.056845 -6.199355 22.283220 -0.1 -0.5 0.5
N 1.222258 -9.189270 16.954975 1.2 4.0 -2.0
S 0.884031 -7.576036 16.762786 0.8 1.8 -2.9
O 1.172875 -6.779451 17.962539 -7.4 -10.2 -13.3
O -0.259488 -7.195365 15.894944 2.1 -0.5 2.2
F 2.071364 -7.325266 15.774009 0.7 0.4 0.1
S -0.163185 -9.456810 17.461134 -5.8 -7.2 3.0
O -1.291557 -9.566221 16.525281 1.5 0.3 1.0
O -0.427476 -9.045251 18.806339 -1.4 0.6 -1.3
F 0.155636 -11.060274 17.710231 -0.3 0.2 -0.2
N 5.737903 -8.171103 19.726858 2.4 5.9 -4.1
S 4.699850 -6.903937 19.349133 -0.9 0.3 -1.8
O 5.171083 -5.602391 19.728804 -0.5 -5.3 3.1
O 3.222976 -7.134808 19.308645 10.0 -3.4 1.0
F 5.092166 -7.004471 17.822848 -0.1 0.4 -0.6
S 4.923935 -8.947861 20.617935 -5.4 -8.5 4.1
O 3.864473 -9.709228 19.933516 2.4 0.5 1.4
O 4.549832 -8.391849 21.877359 6.6 -0.8 -0.4
F 6.016551 -10.178994 20.959585 0.0 0.7 0.0
C 3.373636 -2.134194 18.260908 0.6 -2.1 0.3
F 4.321024 -1.212468 18.552940 -0.9 0.4 -0.6
F 2.590735 -2.263524 19.350846 0.2 0.3 -0.1
F 2.565087 -1.817375 17.245619 0.2 1.3 0.1
S 4.195994 -3.757785 17.776415 -0.1 -1.3 0.1
O 4.617537 -3.543822 16.410430 -0.3 0.5 -0.4
O 5.266801 -4.002128 18.702568 0.0 4.8 -2.4
O 3.069758 -4.711816 17.951856 4.2 4.4 -3.5
```
Positions in Å, forces in eV/Å.

Computed properties:
Largest force on an atom = 18.33 eV/A
Gap between HOMO and LUMO = 0.2331 Ha
Energy relative to the best compared isomer or geometry (same formula, charge and spin) = 350.6 kcal per mole
Charge = -3
Spin multiplicity = 1

The following is a DFT calculation (ωB97M-V/def2-TZVPD) of C58H54NOP3PbSi as an isolated structure.

```
119
Properties=species:S:1:pos:R:3:forces:R:3
Pb 0.490616 -0.121795 0.695710 0.0 0.0 0.1
C 3.837682 4.783282 0.333497 0.0 0.0 0.0
C 2.803709 4.515031 -0.559498 0.0 -0.1 0.0
C 2.491681 3.200262 -0.876425 0.0 0.1 0.0
C 3.219321 2.150380 -0.310430 0.0 0.0 0.1
C 4.248958 2.423144 0.586228 0.0 0.0 0.1
C 4.556649 3.742131 0.903769 0.0 0.0 0.0
P 2.756454 0.472453 -0.784157 0.1 0.2 0.0
C 3.614371 0.127980 -2.331706 -0.1 -0.1 0.0
C 4.533861 1.020816 -2.876174 0.1 0.0 -0.1
C 5.212796 0.678619 -4.040632 0.0 0.0 0.0
C 4.972441 -0.541120 -4.658073 0.0 0.0 0.0
C 4.048299 -1.429596 -4.118666 0.0 0.0 0.0
C 3.366547 -1.094599 -2.960347 0.1 0.0 -0.1
C 3.379737 -0.685103 0.459022 0.1 -0.2 0.1
C 4.677861 -1.198453 0.501967 0.0 0.0 0.1
C 5.000572 -2.134961 1.474362 -0.1 0.0 0.0
C 4.039191 -2.561586 2.390032 0.1 0.0 0.0
C 2.742232 -2.059956 2.349218 0.0 0.0 0.1
C 2.423541 -1.130867 1.374102 0.0 0.1 -0.2
H 4.080826 5.809558 0.585570 0.0 -0.1 0.0
H 2.246262 5.330560 -1.004951 0.0 0.0 0.0
H 1.688515 2.984010 -1.577553 0.0 0.0 0.0
H 4.810163 1.610646 1.035809 0.0 0.1 0.0
H 5.362092 3.956011 1.597453 0.0 0.0 -0.1
H 4.726810 1.973475 -2.399000 0.0 0.0 0.0
H 5.932829 1.368035 -4.463315 0.0 0.0 0.0
H 5.505282 -0.800796 -5.566146 0.0 0.0 0.1
H 3.859424 -2.379960 -4.604784 0.0 0.1 0.0
H 2.642085 -1.781663 -2.540078 0.0 0.0 0.0
H 5.419047 -0.873847 -0.222484 0.0 0.0 0.0
H 6.003725 -2.541067 1.518831 0.0 0.0 0.0
H 4.298663 -3.303765 3.137043 0.0 0.0 -0.1
H 2.003929 -2.408795 3.064860 0.0 0.0 -0.1
N -1.500530 2.682462 1.564476 -0.2 -0.3 0.0
P 0.130719 2.529120 2.069612 0.1 -0.1 0.6
C 0.549478 4.134664 2.816568 -0.1 0.1 -0.3
C -0.378452 5.164558 2.948522 0.0 0.1 0.1
C -0.007496 6.345244 3.583863 0.0 0.0 0.0
C 1.278719 6.498748 4.080982 0.0 0.0 0.0
C 2.206873 5.471514 3.943045 -0.1 0.0 0.0
C 1.847289 4.296080 3.303800 0.0 0.0 0.0
C -0.008836 1.485757 3.561787 -0.1 -0.1 0.0
C 1.123041 0.767372 3.954000 0.0 0.0 0.0
C 1.099163 -0.004743 5.111336 0.0 0.0 0.0
C -0.062340 -0.075002 5.867502 0.0 0.0 0.0
C -1.192365 0.640831 5.481393 0.0 0.0 0.0
C -1.168551 1.423977 4.336127 0.0 0.0 0.1
P -2.296464 1.234001 1.075900 0.3 0.1 -0.2
C -4.021276 1.404913 1.604355 0.1 0.1 0.0
C -4.848129 2.366938 1.020977 -0.1 0.0 0.0
C -6.132892 2.552125 1.506913 0.0 0.0 0.0
C -6.595718 1.776070 2.567433 0.0 0.0 0.0
C -5.780365 0.808342 3.136751 0.0 0.0 0.0
C -4.489323 0.621695 2.655466 0.0 0.0 0.0
C -2.375018 1.386948 -0.736388 -0.1 0.0 0.0
C -1.524288 2.224168 -1.457996 0.1 0.0 -0.1
C -1.575185 2.248213 -2.851119 0.0 0.0 0.1
C -2.464158 1.426684 -3.528837 0.0 0.0 0.0
C -3.303707 0.575928 -2.816821 0.0 0.0 0.0
C -3.259901 0.554944 -1.430516 0.0 0.1 -0.1
H -1.672376 3.479864 0.962921 0.0 0.1 0.0
H -1.396331 5.050370 2.596011 0.0 0.0 0.0
H -0.731696 7.143227 3.695438 0.0 0.0 0.0
H 1.559859 7.419875 4.578114 0.0 -0.1 0.0
H 3.209854 5.588904 4.334678 0.0 0.0 0.0
H 2.577414 3.499537 3.190756 0.0 0.0 0.0
H 2.036459 0.824758 3.366880 0.0 0.0 0.0
H 1.987577 -0.543717 5.423890 -0.1 0.1 0.0
H -0.085694 -0.678681 6.767278 0.0 0.0 -0.1
H -2.091980 0.596870 6.085107 0.1 0.0 0.0
H -2.038090 2.012898 4.061206 0.0 -0.1 0.0
H -4.500614 2.955315 0.177210 0.0 0.0 0.1
H -6.778229 3.296818 1.055056 0.0 -0.1 0.0
H -7.601173 1.924136 2.944069 0.1 0.0 0.0
H -6.147622 0.198439 3.954122 0.0 0.0 -0.1
H -3.848362 -0.135405 3.096837 0.0 0.1 0.0
H -0.821946 2.876605 -0.945456 0.0 -0.1 0.0
H -0.927919 2.921037 -3.403561 0.0 0.0 0.0
H -2.507722 1.449380 -4.610892 0.0 0.0 0.0
H -4.004489 -0.063282 -3.343045 0.1 0.1 0.0
H -3.942579 -0.087007 -0.884545 0.0 0.0 0.0
C -0.555587 -5.688511 -2.027666 0.1 -0.1 0.1
C 0.153868 -4.739474 -1.106548 -0.2 0.1 -0.1
C 1.527270 -4.290600 -1.512015 0.0 -0.1 0.0
C -0.108483 -4.889611 0.363947 0.0 -0.1 0.0
Si -1.044914 -2.693101 -1.485120 0.3 -0.1 0.2
O -0.199380 -1.835719 -0.466567 -0.2 0.0 -0.1
C -0.731571 -2.357765 -3.255589 0.0 0.1 -0.2
C 0.011339 -1.204759 -3.539031 0.1 -0.1 -0.1
C 0.244291 -0.816352 -4.852284 0.0 0.0 0.0
C -0.264746 -1.574922 -5.897174 0.0 0.0 0.0
C -1.006868 -2.722361 -5.633469 0.0 0.0 0.1
C -1.242450 -3.109873 -4.322737 0.0 0.1 -0.1
C -2.710352 -3.203048 -0.933335 -0.2 0.0 0.1
C -3.590909 -3.980720 -1.695560 -0.1 0.1 0.0
C -4.865454 -4.264668 -1.225913 0.0 0.0 0.0
C -5.277494 -3.773220 0.007952 0.0 0.0 0.0
C -4.414407 -3.005174 0.780030 0.1 0.0 0.0
C -3.136473 -2.725656 0.313920 0.0 -0.1 0.1
H -0.086483 -6.681569 -1.928202 0.0 0.1 0.0
H -0.454634 -5.407677 -3.077267 0.0 0.0 0.1
H -1.606476 -5.818440 -1.765122 0.1 0.0 0.0
H 2.232571 -5.114301 -1.319365 -0.1 0.0 0.0
H 1.863759 -3.436495 -0.919916 0.0 0.0 0.0
H 1.587144 -4.057795 -2.578403 0.0 0.0 0.1
H 0.454497 -5.763573 0.726362 0.0 0.0 -0.1
H -1.162826 -5.072534 0.581926 0.1 0.0 0.0
H 0.239744 -4.023319 0.928198 0.0 0.0 0.0
H 0.413553 -0.609639 -2.723922 -0.1 0.0 -0.1
H 0.824416 0.077060 -5.059586 0.0 -0.1 0.0
H -0.085948 -1.272290 -6.922637 0.0 0.0 0.1
H -1.400619 -3.313792 -6.451231 0.0 0.0 0.0
H -1.826109 -4.004884 -4.142285 0.0 0.1 0.0
H -3.294542 -4.364146 -2.665281 0.0 0.0 0.1
H -5.539450 -4.867879 -1.821928 0.0 0.0 0.0
H -6.274737 -3.994202 0.370402 0.1 0.0 0.0
H -4.737404 -2.628367 1.744454 0.0 0.0 -0.1
H -2.454931 -2.140579 0.926703 -0.1 0.0 -0.1
```
Positions in Å, forces in eV/Å.

Computed properties:
Largest force on an atom = 0.57 eV/A
Gap between HOMO and LUMO (alpha / beta) = 0.2048 / 0.2015 Ha
Charge = +2
Spin multiplicity = 1

no.,electronic energy (eV)
1,-152834.2510
2,-105539.6586